Arrangement A

Here is a structure of composition C27H21ClN5O6PtS from the OMol25 dataset. Energies are from ωB97M-V/def2-TZVPD.

```
! wB97M-V def2-TZVPD RIJCOSX def2/J DEFGRID3
* xyz -1 1
Pt 0.593 -0.102 0.211
N -2.570 2.412 9.631
C -2.272 2.159 8.550
C -1.902 1.835 7.190
C -2.163 2.735 6.162
C -1.786 2.428 4.866
C -1.155 1.222 4.572
C -0.923 0.319 5.607
C -1.283 0.623 6.908
C -0.726 0.895 3.179
C 0.085 1.807 2.521
C 0.529 3.097 2.960
C 1.313 3.611 1.967
C 1.375 2.624 0.945
N 0.664 1.567 1.278
C -1.202 -0.302 2.634
C -2.124 -1.219 3.217
C -2.406 -2.166 2.265
C -1.664 -1.805 1.115
N -0.965 -0.705 1.326
H -2.667 3.667 6.382
H -2.018 3.112 4.061
H -0.420 -0.613 5.390
H -1.078 -0.072 7.711
H 0.289 3.571 3.896
H 1.798 4.573 1.945
H 1.936 2.653 0.023
H -2.544 -1.158 4.206
H -3.063 -3.016 2.359
H -1.651 -2.294 0.154
Cl -0.178 2.651 -4.595
C 0.059 2.232 -2.860
C -1.264 2.212 -2.068
O -2.094 3.090 -2.279
O -1.345 1.239 -1.248
H 0.728 2.986 -2.448
H 0.555 1.266 -2.834
O 2.852 -1.131 1.315
C 3.300 -0.598 0.323
N 2.542 0.174 -0.543
S 3.369 0.661 -1.851
O 2.930 -0.033 -3.033
O 3.439 2.098 -1.919
C 4.923 0.002 -1.312
C 6.166 0.102 -1.906
C 7.227 -0.537 -1.279
C 7.034 -1.250 -0.097
C 5.777 -1.323 0.492
C 4.727 -0.680 -0.132
H 6.307 0.663 -2.821
H 8.215 -0.484 -1.718
H 7.875 -1.750 0.367
H 5.607 -1.856 1.419
C 0.068 -3.042 -2.939
C -0.101 -1.860 -2.024
N -1.012 -0.955 -2.319
O 0.612 -1.791 -0.997
H 0.467 -2.702 -3.895
H -0.895 -3.524 -3.111
H 0.760 -3.752 -2.495
H -1.490 -1.003 -3.202
H -1.075 -0.043 -1.753
*
```

- E_LUMO (hartree) = 0.0483
- Kohn-Sham gap (eV) = 6.46

=====

Arrangement B

Here is a structure of composition C27H21ClN5O6PtS from the OMol25 dataset. Energies are from ωB97M-V/def2-TZVPD.

```
! wB97M-V def2-TZVPD RIJCOSX def2/J DEFGRID3
* xyz -1 1
Pt -0.094 0.063 -0.800
N 7.119 -1.682 6.234
C 6.294 -1.524 5.449
C 5.263 -1.327 4.470
C 4.155 -2.171 4.452
C 3.161 -1.973 3.510
C 3.267 -0.942 2.580
C 4.384 -0.108 2.599
C 5.379 -0.293 3.542
C 2.205 -0.729 1.564
C 0.958 -0.340 2.025
C 0.519 -0.205 3.372
C -0.817 0.101 3.331
C -1.169 0.179 1.961
N -0.121 -0.068 1.193
C 2.557 -0.992 0.234
C 3.782 -1.518 -0.240
C 3.625 -1.751 -1.590
C 2.311 -1.366 -1.904
N 1.671 -0.922 -0.827
H 4.077 -2.976 5.169
H 2.301 -2.630 3.477
H 4.460 0.691 1.873
H 6.242 0.358 3.563
H 1.132 -0.343 4.248
H -1.488 0.251 4.160
H -2.129 0.418 1.531
H 4.650 -1.727 0.363
H 4.346 -2.161 -2.278
H 1.813 -1.411 -2.858
Cl -4.866 -3.691 -1.259
C -3.467 -2.709 -0.701
C -2.206 -3.553 -0.396
O -2.339 -4.624 0.181
O -1.119 -2.988 -0.757
H -3.790 -2.206 0.207
H -3.298 -1.962 -1.469
O 0.012 3.170 -0.747
C -1.132 2.790 -0.866
N -1.553 1.473 -0.810
S -3.117 1.242 -1.152
O -3.298 0.605 -2.431
O -3.824 0.671 -0.035
C -3.478 2.967 -1.278
C -4.700 3.567 -1.510
C -4.717 4.955 -1.570
C -3.549 5.696 -1.403
C -2.332 5.070 -1.169
C -2.314 3.688 -1.105
H -5.599 2.981 -1.636
H -5.652 5.471 -1.749
H -3.596 6.776 -1.457
H -1.414 5.626 -1.034
C -0.944 -0.319 -4.982
C -0.710 -0.662 -3.537
N -1.060 -1.844 -3.093
O -0.171 0.239 -2.832
H -2.017 -0.243 -5.160
H -0.539 -1.089 -5.639
H -0.480 0.638 -5.199
H -1.515 -2.446 -3.762
H -1.068 -2.192 -2.053
*
```

- E_LUMO (hartree) = 0.0498
- Kohn-Sham gap (eV) = 6.80

=====

Most stable: arrangement B. Least stable: arrangement A.

=====

Arrangement A

Here is a cluster of 2 separate species, C3H10NO2 in total from the OMol25 dataset. Energies are from ωB97M-V/def2-TZVPD.

```
! wB97M-V def2-TZVPD RIJCOSX def2/J DEFGRID3
* xyz 1 1
C -0.928 -0.146 2.016
C -0.977 0.361 -0.480
C 0.707 -0.960 0.419
N -0.659 -0.558 0.614
O 1.744 0.283 -2.297
O -0.348 -1.849 0.226
H -0.398 0.658 2.275
H -1.980 0.002 2.015
H -0.644 -0.969 2.866
H -2.014 0.201 -0.590
H -0.810 1.265 -0.108
H -0.523 0.155 -1.388
H 2.372 0.801 -2.661
H 1.145 -0.689 -0.503
H 1.395 -1.292 1.105
H 1.776 -0.478 -2.911
*
```

- E_LUMO (hartree) = -0.1049
- Kohn-Sham gap (eV) = 12.94

=====

Arrangement B

Here is a cluster of 3 separate species, C3H10NO2 in total from the OMol25 dataset. Energies are from ωB97M-V/def2-TZVPD.

```
! wB97M-V def2-TZVPD RIJCOSX def2/J DEFGRID3
* xyz 1 1
C -0.047 0.183 0.955
C 0.833 -0.646 1.506
C -0.655 1.242 -1.066
N -0.002 0.330 -0.483
H -0.933 0.514 1.477
H 1.711 -0.937 0.954
H 0.919 -0.845 2.560
H -0.698 1.266 -2.149
H -1.123 2.016 -0.517
H 0.402 -0.440 -1.006
H 3.765 -1.777 2.984
H 3.180 -3.112 2.894
O 3.000 -2.211 2.585
H -3.801 2.155 -3.457
H -3.437 0.773 -3.901
O -3.114 1.489 -3.338
*
```

- E_LUMO (hartree) = -0.1798
- Kohn-Sham gap (eV) = 9.84

=====

Most stable: arrangement B. Least stable: arrangement A.

=====

Arrangement A

Here is a cluster of 11 separate species, H23O11 in total from the OMol25 dataset. Energies are from ωB97M-V/def2-TZVPD.

```
! wB97M-V def2-TZVPD RIJCOSX def2/J DEFGRID3
* xyz 1 1
O -47.467 8.911 18.821
H -47.551 9.609 19.699
H -46.504 8.493 18.978
H -48.267 8.214 19.073
O -49.569 8.262 16.458
H -50.137 7.719 15.944
H -49.959 8.961 16.865
O -50.217 5.614 18.041
H -50.304 6.172 18.808
H -50.352 6.040 17.182
O -43.158 7.622 20.617
H -42.311 7.767 20.190
H -43.722 8.061 19.960
O -44.772 8.629 18.288
H -44.483 8.036 17.563
H -44.245 9.382 17.998
O -44.928 10.746 20.353
H -44.486 11.591 20.602
H -45.297 10.353 21.136
O -46.740 5.769 17.715
H -47.655 5.699 17.875
H -46.597 5.274 16.750
O -47.858 10.405 22.074
H -48.167 11.282 21.647
H -48.352 10.285 22.930
O -49.639 7.712 19.867
H -50.496 8.050 19.755
H -49.726 7.122 20.696
O -49.220 11.360 19.518
H -49.686 11.129 18.727
H -48.377 11.790 18.942
O -46.504 7.929 21.398
H -46.879 8.646 22.004
H -46.201 7.201 22.084
*
```

- E_LUMO (hartree) = -0.1236
- Kohn-Sham gap (eV) = 9.86

=====

Arrangement B

Here is a cluster of 11 separate species, H23O11 in total from the OMol25 dataset. Energies are from ωB97M-V/def2-TZVPD.

```
! wB97M-V def2-TZVPD RIJCOSX def2/J DEFGRID3
* xyz 1 1
O -0.371 -0.393 -3.013
H -0.747 -1.072 -3.743
H 1.926 -3.575 -1.025
O -0.654 0.577 -0.984
H -1.252 0.714 -1.837
H -0.070 -1.687 3.626
O 0.933 2.452 2.470
H 1.607 0.488 0.102
H -2.811 -1.847 3.510
O 2.064 4.002 -1.161
H 1.164 4.143 -1.448
H 2.520 -0.002 -3.346
O 0.985 -3.630 -0.802
H -2.138 -2.754 2.567
H -1.202 0.610 -0.047
O -1.766 1.423 1.285
H -1.039 1.866 1.686
H 0.850 2.000 3.302
O 0.509 -1.352 3.014
H 1.707 2.969 2.836
O 2.082 -0.175 -2.498
H 2.483 -0.864 -1.940
H -0.240 -0.375 -1.313
O -3.268 -0.070 -0.947
H 0.220 -1.552 2.124
H -4.151 0.076 -1.384
O 2.170 -0.303 -0.007
H -3.500 -0.718 -0.396
H 2.450 0.027 0.818
O -1.978 -1.888 2.940
H 2.427 3.665 -2.084
H -2.345 1.856 0.652
H 0.921 -3.974 -0.002
H 0.514 -0.637 -2.956
*
```

- E_LUMO (hartree) = -0.1069
- Kohn-Sham gap (eV) = 10.69

=====

Most stable: arrangement A. Least stable: arrangement B.

=====

Arrangement A

Here is a cluster of 2 separate species, C2H7S3 in total from the OMol25 dataset. Energies are from ωB97M-V/def2-TZVPD.

```
! wB97M-V def2-TZVPD RIJCOSX def2/J DEFGRID3
* xyz -1 1
C -2.569 -1.233 -0.150
S -1.648 -1.808 1.369
H -3.164 -0.378 0.172
H -1.889 -0.873 -0.916
H -3.339 -1.952 -0.436
C 1.654 2.562 -1.105
S 1.102 0.843 -1.331
S 1.073 0.159 0.632
H 2.114 2.669 -0.123
H 0.814 3.245 -1.199
H 2.337 2.849 -1.906
H -1.062 -0.612 1.365
*
```

- E_LUMO (hartree) = 0.1289
- Kohn-Sham gap (eV) = 5.84

=====

Arrangement B

Here is a cluster of 2 separate species, C2H7S3 in total from the OMol25 dataset. Energies are from ωB97M-V/def2-TZVPD.

```
! wB97M-V def2-TZVPD RIJCOSX def2/J DEFGRID3
* xyz -1 1
C -1.557 -1.263 0.304
S -2.191 -0.032 1.483
H -2.380 -1.918 0.025
H -1.167 -0.739 -0.555
H -0.760 -1.872 0.727
C 1.886 0.403 -0.830
S 1.691 1.157 0.813
S 0.142 2.488 0.492
H 2.872 -0.037 -0.933
H 1.735 1.166 -1.584
H 1.109 -0.350 -0.962
H -1.380 0.998 1.021
*
```

- E_LUMO (hartree) = 0.1327
- Kohn-Sham gap (eV) = 6.17

=====

Most stable: arrangement B. Least stable: arrangement A.